The following is a quantum chemistry calculation of a structure of composition C43H60Ge2InN4O4S2Si2Te in a non-equilibrium geometry, from the OMol25 dataset.

The charge is +1. The energy comes out at -8181.75610 Ha. The LUMO energy comes out at -3.0 eV. As for the energy above the lowest of the compared OMol25 structures with the same formula, charge and spin: 0.5404 eV. The calculation puts the gap between HOMO and LUMO at 7.78 eV. The value obtained for the HOMO energy is -10.78 eV.

Each line ends with the Löwdin charge.
Geometry (Å):
In  -1.791  0.524  1.275  0.68
O  -0.721  3.171  -1.202  0.04
C  -0.799  3.119  0.009  -0.50
N  -1.864  2.629  0.763  0.04
C  -3.132  3.047  0.403  -0.45
O  -3.419  3.935  -0.365  0.12
C  -4.191  2.377  1.257  -0.19
C  -5.480  2.859  1.318  0.03
C  -6.366  2.254  2.199  -0.01
C  -5.928  1.199  2.981  -0.02
C  -4.622  0.759  2.839  -0.11
N  -3.776  1.340  1.991  0.02
C  0.374  3.453  0.906  -0.21
C  0.407  4.626  1.648  0.02
C  1.477  4.829  2.504  -0.03
C  2.442  3.839  2.620  -0.05
C  2.309  2.696  1.854  -0.16
N  1.307  2.502  0.992  0.10
H  -5.752  3.695  0.690  0.13
H  -7.385  2.604  2.277  0.12
H  -6.582  0.697  3.677  0.12
H  -4.248  -0.083  3.408  0.12
H  -0.390  5.350  1.553  0.13
H  1.547  5.737  3.085  0.12
H  3.278  3.946  3.295  0.12
H  3.039  1.901  1.925  0.10
C  -1.718  -2.912  3.419  -0.17
C  -1.117  -1.683  4.084  -0.38
Ge  -0.141  -0.388  2.974  0.76
C  0.363  1.096  4.185  -0.37
C  0.781  0.652  5.582  -0.16
C  1.508  -1.325  2.519  -0.22
C  2.309  -1.782  1.548  -0.33
Ge  2.496  -1.164  -0.316  0.82
C  2.656  -2.532  -1.720  -0.36
C  2.338  -3.974  -1.360  -0.15
C  3.892  0.240  -0.376  -0.37
C  4.944  0.267  0.734  -0.15
C  3.359  -2.810  1.874  -0.24
C  3.227  -3.679  2.965  -0.03
C  4.190  -4.629  3.252  -0.07
C  5.311  -4.759  2.447  -0.07
C  5.444  -3.937  1.342  -0.06
C  4.474  -2.985  1.062  -0.10
H  -2.113  -3.600  4.165  0.08
H  -0.979  -3.452  2.824  0.05
H  -2.539  -2.648  2.748  0.05
H  -0.406  -1.975  4.864  0.07
H  -1.888  -1.106  4.607  0.06
H  -0.480  1.792  4.241  0.06
H  1.172  1.654  3.717  0.02
H  -0.013  0.111  6.096  0.06
H  1.046  1.506  6.207  0.07
H  1.654  -0.003  5.552  0.07
H  1.806  -1.702  3.501  0.05
H  3.689  -2.442  -2.072  0.07
H  2.033  -2.216  -2.559  0.04
H  3.048  -4.378  -0.640  0.06
H  2.380  -4.599  -2.252  0.08
H  1.340  -4.081  -0.935  0.03
H  3.356  1.187  -0.361  0.00
H  4.373  0.196  -1.357  0.07
H  4.507  0.102  1.720  0.06
H  5.441  1.238  0.750  0.08
H  5.716  -0.489  0.601  0.07
H  2.343  -3.651  3.586  0.11
H  4.051  -5.286  4.100  0.11
H  6.061  -5.506  2.667  0.11
H  6.299  -4.032  0.689  0.11
H  4.639  -2.373  0.181  0.08
C  3.392  3.009  -4.392  -0.17
Si  2.550  3.240  -2.723  0.47
C  3.874  3.633  -1.450  -0.17
C  1.362  4.677  -2.859  -0.16
C  1.708  1.518  -2.589  -0.47
Te  0.509  0.367  -1.222  1.41
C  -0.295  -0.681  -2.875  -0.53
Si  -1.717  0.189  -3.818  0.46
C  -2.973  0.828  -2.588  -0.15
C  -2.419  -1.161  -4.913  -0.16
C  -1.100  1.626  -4.856  -0.17
H  3.903  3.928  -4.681  0.04
H  2.671  2.778  -5.176  0.03
H  4.137  2.214  -4.374  0.03
H  4.261  4.624  -1.692  0.04
H  4.711  2.936  -1.497  0.03
H  3.517  3.672  -0.425  0.01
H  1.948  5.595  -2.811  0.04
H  0.592  4.712  -2.088  0.01
H  0.860  4.664  -3.829  0.04
H  2.474  0.781  -2.852  0.01
H  1.029  1.537  -3.442  -0.03
H  -0.665  -1.628  -2.482  -0.04
H  0.542  -0.899  -3.543  0.02
H  -3.021  0.226  -1.685  -0.01
H  -3.975  0.806  -3.018  0.05
H  -2.752  1.854  -2.302  0.03
H  -2.897  -1.937  -4.311  0.02
H  -1.652  -1.637  -5.522  0.04
H  -3.174  -0.757  -5.587  0.04
H  -0.784  2.468  -4.241  0.02
H  -1.934  1.986  -5.462  0.04
H  -0.295  1.362  -5.542  0.04
O  -5.246  -1.680  1.333  -0.26
S  -4.678  -1.208  0.105  0.65
O  -5.182  0.004  -0.466  -0.26
N  -3.014  -1.088  0.293  -0.21
C  -2.372  -2.117  -0.255  -0.80
S  -0.751  -2.400  -0.083  0.71
C  -3.261  -2.974  -1.081  -0.22
C  -2.923  -4.062  -1.872  -0.01
C  -3.931  -4.672  -2.603  -0.04
C  -5.246  -4.214  -2.545  -0.04
C  -5.592  -3.130  -1.744  -0.01
C  -4.568  -2.535  -1.037  -0.22
H  -1.899  -4.408  -1.913  0.11
H  -3.696  -5.520  -3.231  0.11
H  -6.007  -4.709  -3.132  0.12
H  -6.609  -2.770  -1.682  0.13